No. 1
Density functional theory data (ωB97M-V with the def2-TZVPD basis set) for a molecular structure, C24H30BrF4N4PTi.

```
65
Properties=species:S:1:pos:R:3:nbo_charge:R:1
Ti -1.15 1.16 -0.77 1.66
F -1.76 -0.52 6.60 -0.23
C -1.32 -0.49 5.37 0.33
C -0.24 -1.28 5.00 0.36
F 0.34 -2.07 5.87 -0.24
C 0.23 -1.23 3.69 0.37
F 1.27 -1.98 3.36 -0.27
C -0.36 -0.41 2.73 -0.46
P 0.33 -0.32 1.06 0.88
C 0.39 -2.07 0.56 -0.41
C -0.76 -2.82 0.83 -0.19
C -0.85 -4.14 0.43 -0.20
C 0.21 -4.74 -0.25 -0.16
C 1.36 -4.00 -0.51 -0.17
C 1.44 -2.67 -0.13 -0.22
C 1.95 0.42 1.37 -0.40
C 3.17 -0.25 1.39 -0.21
C 4.33 0.44 1.73 -0.11
C 4.28 1.78 2.07 -0.17
C 3.06 2.45 2.10 -0.17
C 1.91 1.77 1.75 -0.26
C -1.43 0.37 3.15 -0.12
Br -2.27 1.55 1.92 0.22
C -1.92 0.35 4.44 0.33
F -2.94 1.11 4.79 -0.26
H -1.58 -2.39 1.41 0.22
H -1.74 -4.72 0.66 0.25
H 0.15 -5.77 -0.55 0.26
H 2.19 -4.47 -1.02 0.25
H 2.35 -2.13 -0.37 0.23
H 3.24 -1.31 1.20 0.24
H 5.28 -0.09 1.75 0.24
H 5.19 2.30 2.35 0.26
H 3.01 3.48 2.41 0.25
H 0.95 2.29 1.83 0.21
N -2.91 2.57 -0.70 -0.92
C -3.29 3.19 -2.00 -0.24
C -3.01 2.18 -3.08 -0.24
N -1.59 1.77 -2.91 -0.89
H -3.72 2.03 -0.36 0.42
H -2.83 3.33 -0.01 0.43
H -2.68 4.09 -2.14 0.23
H -4.34 3.51 -1.98 0.26
H -3.19 2.59 -4.07 0.26
H -3.65 1.30 -2.97 0.21
H -1.02 2.57 -3.18 0.39
H -1.37 1.07 -3.61 0.41
N -1.67 -0.77 -1.58 -0.95
C -0.79 -1.53 -2.58 -0.23
C 0.33 -0.77 -3.28 -0.43
C 1.39 -0.08 -2.41 -0.45
C 1.46 1.45 -2.41 -0.22
N 0.73 2.08 -1.24 -0.95
H -1.79 -1.43 -0.80 0.44
H -2.60 -0.69 -2.01 0.41
H -1.47 -1.95 -3.33 0.24
H -0.37 -2.36 -2.01 0.25
H -0.04 -0.09 -4.05 0.20
H 0.82 -1.54 -3.87 0.28
H 2.37 -0.42 -2.75 0.28
H 1.35 -0.44 -1.38 0.22
H 1.06 1.88 -3.33 0.21
H 2.49 1.78 -2.34 0.25
H 0.67 3.09 -1.42 0.42
H 1.35 2.00 -0.43 0.44
```

## Properties
* spin multiplicity: 2
* LUMO level (spin up / spin down): -10.5 / -10.0 eV
* charge: +3
* energy relative to the best compared isomer or geometry (same formula, charge and spin): 32.8 kJ/mol
* ⟨S²⟩: 0.76

***

No. 2
Density functional theory data (ωB97M-V with the def2-TZVPD basis set) for 2 unconnected molecules or ions with the total composition C24H30ClN3O4 at a distorted geometry.

```
62
Properties=species:S:1:pos:R:3:nbo_charge:R:1
N 1.93 1.08 -2.34 -0.32
O -0.74 -2.62 7.24 -0.63
O 2.89 -0.21 4.78 -0.63
Cl -3.26 1.41 -4.57 0.00
C 0.95 1.04 -2.96 0.30
O 2.79 3.82 -8.55 -0.67
O -4.38 -1.93 -0.90 -0.66
C 0.00 -1.87 6.63 0.67
C 2.13 -1.11 4.45 0.67
C 0.73 3.16 -7.52 -0.29
C 2.77 1.95 -7.07 -0.27
C -2.08 -1.45 -1.24 -0.22
C -3.74 -0.38 -2.61 -0.31
C 0.03 2.29 -6.66 -0.18
C 2.08 1.09 -6.21 -0.17
C -1.07 -0.76 -1.93 -0.18
C -2.75 0.32 -3.30 0.01
C 2.10 2.99 -7.72 0.31
C -3.41 -1.26 -1.58 0.30
C 0.70 1.25 -6.01 -0.08
C -1.39 0.15 -2.96 -0.07
N 2.64 -2.32 4.21 -0.61
N -0.16 -1.73 5.32 -0.62
C 1.09 -1.13 7.39 -0.71
C 1.94 -3.54 3.82 -0.42
C -1.89 0.06 2.69 -0.62
C -0.06 0.30 -5.09 -0.39
C -0.32 0.94 -3.71 -0.35
C 0.80 1.49 3.36 -0.62
C -1.45 0.63 4.05 -0.40
C 0.07 0.57 4.36 -0.20
C 0.60 -0.90 4.35 -0.14
H 2.20 4.49 -8.92 0.48
H -5.26 -1.70 -1.24 0.48
H 0.19 3.96 -8.02 0.21
H 3.83 1.83 -7.23 0.23
H -1.83 -2.14 -0.44 0.22
H -4.78 -0.22 -2.88 0.22
H -1.04 2.43 -6.52 0.21
H 2.62 0.29 -5.71 0.22
H -0.04 -0.95 -1.64 0.24
H 3.65 -2.37 4.30 0.41
H -0.93 -2.25 4.95 0.41
H 0.91 -1.25 8.46 0.24
H 2.06 -1.56 7.15 0.24
H 1.08 -0.08 7.14 0.23
H 1.38 -3.94 4.68 0.21
H 1.24 -3.34 3.00 0.19
H 2.65 -4.29 3.49 0.22
H -1.39 0.57 1.88 0.21
H -2.97 0.20 2.58 0.22
H -1.68 -1.01 2.64 0.19
H 0.50 -0.63 -4.97 0.22
H -1.01 0.05 -5.57 0.23
H -0.68 1.96 -3.85 0.27
H 1.81 1.71 3.71 0.24
H 0.28 2.44 3.26 0.21
H 0.87 1.02 2.38 0.20
H -2.00 0.10 4.84 0.20
H -1.77 1.67 4.10 0.21
H 0.22 0.99 5.35 0.21
H 0.36 -1.28 3.37 0.22
```

## Properties
* spin multiplicity: 1
* LUMO level: 0.4 eV
* SMILES: N#C[C@@H](Cc1ccc(O)cc1)c1ccc(O)cc1Cl.CC[C@H](C)[C@H](NC(C)=O)C(=O)NC
* charge: 0
* energy relative to the best compared isomer or geometry (same formula, charge and spin): 40.2 kJ/mol

***

No. 3
Density functional theory data (ωB97M-V with the def2-TZVPD basis set) for C24H30N2O2S in the gas phase.

```
59
Properties=species:S:1:pos:R:3:nbo_charge:R:1
O -1.58 2.36 -1.51 -0.63
C -1.52 1.44 -0.72 0.67
N -0.88 0.28 -0.95 -0.63
H -0.81 -0.41 -0.22 0.41
C -0.11 0.04 -2.16 -0.07
C -0.39 -1.38 -2.62 -0.39
C 0.14 -1.77 -4.01 -0.40
C -0.04 -0.71 -5.10 -0.41
H -0.85 -0.03 -4.83 0.20
H -0.34 -1.21 -6.02 0.21
C 1.22 0.09 -5.42 -0.38
H 2.02 -0.61 -5.68 0.19
C 1.75 1.05 -4.34 -0.41
C 2.30 0.36 -3.09 -0.39
H 2.59 -0.67 -3.33 0.19
C 1.36 0.37 -1.88 -0.42
H 1.38 1.38 -1.45 0.21
H 1.75 -0.32 -1.13 0.23
H 3.22 0.87 -2.78 0.21
H 0.97 1.76 -4.07 0.20
H 2.55 1.62 -4.81 0.21
H 1.01 0.69 -6.31 0.20
H -0.39 -2.68 -4.30 0.21
H 1.19 -2.04 -3.94 0.20
H 0.01 -2.08 -1.88 0.20
H -1.48 -1.50 -2.63 0.20
H -0.50 0.76 -2.89 0.23
C -2.23 1.51 0.63 -0.61
H -2.58 2.53 0.80 0.24
H -3.08 0.83 0.65 0.25
S -1.17 0.96 2.00 0.20
C 0.38 1.75 1.59 -0.06
C 0.39 3.09 1.25 -0.24
C 1.58 3.71 0.89 -0.19
C 2.76 2.98 0.87 -0.21
C 2.75 1.64 1.20 -0.16
C 1.56 1.01 1.58 -0.20
C 1.58 -0.46 1.81 0.68
O 2.10 -1.23 1.02 -0.63
N 0.99 -0.87 2.96 -0.59
H 0.50 -0.18 3.52 0.40
C 0.60 -2.25 3.16 -0.27
C -0.77 -2.46 2.58 0.07
C -0.91 -2.68 1.21 -0.26
C -2.17 -2.75 0.64 -0.20
C -3.30 -2.63 1.43 -0.22
C -3.17 -2.42 2.79 -0.20
C -1.91 -2.34 3.36 -0.24
H -1.81 -2.17 4.42 0.21
H -4.05 -2.32 3.41 0.21
H -4.28 -2.69 0.98 0.22
H -2.27 -2.92 -0.43 0.22
H -0.02 -2.77 0.60 0.23
H 1.34 -2.87 2.64 0.24
H 0.62 -2.48 4.23 0.21
H 3.65 1.05 1.16 0.23
H 3.68 3.46 0.58 0.22
H 1.58 4.75 0.62 0.22
H -0.52 3.66 1.26 0.22
```

## Properties
* spin multiplicity: 1
* LUMO level: 0.6 eV
* SMILES: O=C(CSc1ccccc1C(=O)NCc1ccccc1)NC1CCCCCCC1
* charge: 0
* energy relative to the best compared isomer or geometry (same formula, charge and spin): 46.9 kJ/mol

***

No. 4
Density functional theory data (ωB97M-V with the def2-TZVPD basis set) for C24H30N4O3 in the gas phase.

```
61
Properties=species:S:1:pos:R:3:nbo_charge:R:1
C -3.87 -3.25 0.89 -0.63
H -3.73 -3.92 0.04 0.20
H -2.94 -2.73 1.09 0.24
H -4.11 -3.87 1.76 0.21
C -5.01 -2.27 0.66 -0.21
N -4.67 -1.17 -0.24 -0.46
C -5.75 -0.19 -0.29 -0.21
H -5.44 0.59 -1.00 0.19
H -6.69 -0.64 -0.68 0.16
C -6.04 0.48 1.05 -0.62
H -6.62 -0.17 1.70 0.21
H -5.11 0.74 1.55 0.22
H -6.61 1.39 0.88 0.21
C -4.32 -1.63 -1.58 -0.23
H -4.64 -0.87 -2.30 0.19
C -2.81 -1.83 -1.77 -0.24
N -2.05 -0.66 -1.41 -0.60
C -1.15 -0.66 -0.40 0.66
O -0.85 -1.65 0.23 -0.62
C -0.50 0.67 -0.17 -0.05
C 0.87 0.73 -0.20 -0.26
C 1.50 1.99 -0.04 0.41
N 0.83 3.12 0.06 -0.48
C -0.52 3.07 0.13 0.16
C -1.22 4.28 0.29 -0.20
C -2.58 4.28 0.40 -0.20
C -3.30 3.08 0.37 -0.23
C -2.65 1.89 0.20 -0.22
C -1.25 1.86 0.05 -0.06
H -3.20 0.96 0.20 0.23
H -4.37 3.10 0.49 0.21
H -3.12 5.21 0.53 0.21
H -0.65 5.20 0.33 0.22
N 2.86 2.13 -0.08 -0.58
C 3.86 1.18 0.07 0.15
C 3.69 0.03 0.84 -0.27
C 4.74 -0.87 0.96 -0.27
C 5.96 -0.67 0.34 0.26
C 6.15 0.51 -0.41 0.26
C 5.09 1.40 -0.53 -0.27
H 5.26 2.29 -1.11 0.22
O 7.27 0.91 -1.07 -0.50
C 8.46 0.15 -1.04 -0.24
H 8.32 -0.84 -1.49 0.18
H 9.17 0.72 -1.63 0.19
H 8.84 0.03 -0.02 0.18
O 7.01 -1.56 0.44 -0.52
C 6.83 -2.73 1.19 -0.25
H 6.02 -3.35 0.79 0.18
H 6.62 -2.51 2.24 0.18
H 7.77 -3.28 1.11 0.20
H 4.58 -1.75 1.56 0.22
H 2.78 -0.15 1.38 0.22
H 3.16 3.09 -0.19 0.41
H 1.45 -0.15 -0.40 0.24
H -2.29 0.21 -1.85 0.40
H -2.63 -2.07 -2.83 0.19
H -2.42 -2.64 -1.15 0.24
H -4.83 -2.57 -1.84 0.18
H -5.25 -1.82 1.62 0.20
H -5.90 -2.81 0.30 0.15
```

## Properties
* spin multiplicity: 1
* LUMO level: 0.3 eV
* SMILES: CCN(CC)CCNC(=O)c1cc(Nc2ccc(OC)c(OC)c2)nc2ccccc12
* charge: 0
* energy relative to the best compared isomer or geometry (same formula, charge and spin): 305.8 kJ/mol

***

No. 5
Density functional theory data (ωB97M-V with the def2-TZVPD basis set) for 2 unconnected molecules or ions with the total composition C24H30N5O6 at a distorted geometry.

```
65
Properties=species:S:1:pos:R:3:nbo_charge:R:1
O -2.35 -0.53 0.87 -0.63
O 3.53 1.29 -2.57 -0.67
O 3.77 -2.21 0.34 -0.63
O -4.33 -5.64 4.33 -0.66
O -0.79 5.58 1.44 -0.65
O -2.22 1.90 4.14 -0.45
C -2.38 0.20 1.86 0.59
C 3.21 1.80 -1.50 0.68
C 3.76 -1.21 -0.36 0.65
C -2.62 0.58 4.26 0.21
C -2.72 -0.31 3.21 -0.23
C 0.03 -0.27 -5.05 0.67
C -4.32 -3.75 2.85 -0.29
C -3.17 -3.66 4.96 -0.27
C -1.30 3.51 0.40 -0.28
C -1.51 3.72 2.79 -0.35
C -3.92 -2.44 2.57 -0.18
C -2.77 -2.35 4.68 -0.20
C -1.71 2.18 0.48 -0.13
C -3.95 -4.36 4.04 0.32
C -1.20 4.28 1.55 0.34
C -1.92 2.39 2.89 0.42
C -3.14 -1.71 3.48 -0.02
C -2.00 1.60 1.73 -0.28
N -0.46 0.94 -5.07 -0.75
N 4.81 -0.82 -1.08 -0.61
N -0.09 -1.06 -4.00 -0.55
N 2.67 1.11 -0.49 -0.61
N 0.66 -0.68 -6.11 -0.75
C 3.41 3.28 -1.28 -0.71
C 6.10 -1.51 -1.14 -0.42
C -0.72 -0.76 -2.70 -0.22
C 0.25 -0.07 -1.72 -0.42
C 1.53 -0.89 -1.50 -0.41
C 2.47 -0.36 -0.39 -0.12
H -4.87 -6.00 3.61 0.48
H -0.89 6.04 2.29 0.49
H -2.89 0.25 5.26 0.22
H -4.93 -4.29 2.12 0.21
H -2.88 -4.14 5.88 0.23
H -1.08 3.96 -0.56 0.22
H -1.45 4.31 3.70 0.23
H -4.24 -1.99 1.63 0.23
H -2.15 -1.84 5.42 0.21
H -1.83 1.60 -0.43 0.22
H -0.35 1.53 -5.87 0.42
H -0.95 1.27 -4.26 0.42
H 4.68 -0.01 -1.67 0.42
H 0.32 -1.98 -4.08 0.42
H 2.45 1.65 0.34 0.41
H 0.77 -0.07 -6.90 0.42
H 1.08 -1.59 -6.13 0.42
H 2.45 3.76 -1.10 0.23
H 3.87 3.71 -2.17 0.25
H 4.07 3.43 -0.43 0.24
H 6.92 -0.79 -1.13 0.21
H 6.21 -2.19 -0.29 0.24
H 6.16 -2.10 -2.06 0.20
H -1.60 -0.13 -2.83 0.21
H -1.06 -1.69 -2.24 0.24
H 0.50 0.92 -2.10 0.20
H -0.25 0.03 -0.75 0.25
H 2.09 -0.93 -2.44 0.21
H 1.25 -1.91 -1.23 0.23
H 1.98 -0.56 0.56 0.24
```

## Properties
* spin multiplicity: 1
* LUMO level: -2.7 eV
* charge: +1

***

No. 6
Density functional theory data (ωB97M-V with the def2-TZVPD basis set) for 6 unconnected molecules or ions with the total composition C24H30N6 at a distorted geometry.

```
60
Properties=species:S:1:pos:R:3:nbo_charge:R:1
N 0.09 2.44 -7.25 -0.52
C -0.62 1.24 -7.38 -0.09
C -0.28 0.65 -8.61 -0.30
C 0.81 1.38 -9.14 -0.31
C 1.00 2.49 -8.29 -0.07
H -0.16 3.17 -6.61 0.42
H -1.47 0.96 -6.77 0.21
H -0.83 -0.21 -8.95 0.22
H 1.29 1.08 -10.06 0.23
H 1.64 3.37 -8.32 0.21
N 0.97 -0.85 -1.37 -0.50
C 0.76 -1.40 -0.15 -0.07
C -0.66 -1.58 0.00 -0.31
C -1.24 -0.78 -1.01 -0.31
C -0.23 -0.39 -1.85 -0.08
H 1.85 -0.63 -1.82 0.42
H 1.62 -1.66 0.45 0.21
H -1.14 -2.18 0.76 0.22
H -2.32 -0.72 -1.07 0.22
H -0.17 0.15 -2.78 0.21
N -4.87 -1.69 6.80 -0.51
C -6.04 -0.96 6.83 -0.08
C -6.46 -0.79 5.46 -0.31
C -5.53 -1.48 4.67 -0.31
C -4.67 -2.16 5.52 -0.08
H -4.22 -1.93 7.54 0.42
H -6.39 -0.53 7.75 0.21
H -7.22 -0.12 5.09 0.22
H -5.40 -1.57 3.60 0.22
H -3.86 -2.81 5.25 0.21
N 6.25 1.07 -2.53 -0.53
C 5.35 0.63 -3.46 -0.08
C 4.59 1.66 -3.82 -0.31
C 4.86 2.79 -3.06 -0.31
C 5.83 2.37 -2.25 -0.05
H 7.03 0.61 -2.10 0.42
H 5.36 -0.40 -3.78 0.21
H 3.78 1.48 -4.51 0.22
H 4.28 3.70 -3.06 0.23
H 6.35 2.90 -1.47 0.20
N -0.04 5.11 2.38 -0.50
C 1.06 5.91 2.36 -0.09
C 1.75 5.68 1.17 -0.30
C 1.09 4.66 0.50 -0.31
C 0.02 4.33 1.26 -0.07
H -0.68 5.07 3.16 0.42
H 1.34 6.68 3.06 0.21
H 2.64 6.16 0.80 0.22
H 1.23 4.35 -0.53 0.22
H -0.81 3.66 1.10 0.21
N -1.37 -6.52 3.75 -0.52
C -0.16 -5.83 3.65 -0.08
C 0.28 -5.51 4.91 -0.30
C -0.61 -6.11 5.87 -0.31
C -1.69 -6.67 5.10 -0.07
H -2.03 -6.73 3.01 0.42
H 0.26 -5.59 2.69 0.21
H 1.09 -4.82 5.12 0.22
H -0.64 -6.08 6.95 0.22
H -2.65 -7.05 5.42 0.21
```

## Properties
* spin multiplicity: 1
* LUMO level: 0.5 eV
* SMILES: c1cc[nH]c1.c1cc[nH]c1.c1cc[nH]c1.c1cc[nH]c1.c1cc[nH]c1.c1cc[nH]c1
* charge: 0
* energy relative to the best compared isomer or geometry (same formula, charge and spin): 257.0 kJ/mol

***

No. 7
Density functional theory data (ωB97M-V with the def2-TZVPD basis set) for a gas-phase ion, C24H31BBrINO6 (charge -1) at a distorted geometry.

```
65
Properties=species:S:1:pos:R:3:nbo_charge:R:1
C -0.24 -0.21 4.19 -0.65
C -0.68 -1.78 3.95 -0.23
Br -1.25 -2.71 5.67 -0.05
C -1.81 -1.85 2.77 -0.52
C -1.30 -2.55 1.37 0.23
I -1.00 -4.67 1.91 0.02
O -2.18 -2.44 0.16 -0.75
B -2.00 -1.15 -0.58 0.76
C -3.14 0.04 -0.26 -0.31
O -4.49 -0.55 -0.27 -0.57
C -5.53 0.43 0.07 0.24
O -5.04 1.78 0.40 -0.55
C -5.82 2.84 -0.25 -0.09
C -4.72 4.05 -0.60 -0.10
O -4.60 5.03 0.51 -0.74
C -1.37 -1.22 -2.12 -0.17
C -0.80 0.24 -2.71 -0.24
C -0.12 0.25 -4.21 -0.26
C 0.01 -1.16 -5.09 -0.29
C -0.58 -2.58 -4.49 -0.26
C -1.26 -2.61 -3.00 -0.27
O -0.82 -0.58 0.17 -0.73
C -0.02 -1.67 0.82 0.03
C 1.17 -2.40 -0.05 -0.44
C 2.70 -2.05 0.53 -0.51
C 3.13 -0.62 -0.16 0.68
O 2.30 0.42 0.03 -0.55
N 4.36 -0.39 -1.02 -0.68
C 5.32 0.59 -0.37 0.19
C 5.23 1.10 1.19 -0.26
C 6.34 2.18 1.72 -0.22
C 7.56 2.76 0.74 -0.27
C 7.67 2.22 -0.81 -0.23
C 6.56 1.14 -1.36 -0.26
H -1.15 0.53 4.09 0.23
H 0.57 0.18 3.42 0.24
H 0.27 -0.15 5.26 0.21
H 0.28 -2.36 3.59 0.23
H -2.75 -2.45 3.14 0.24
H -2.20 -0.77 2.47 0.25
H -2.81 0.48 0.80 0.18
H -3.10 0.85 -1.12 0.16
H -6.06 0.02 1.06 0.14
H -6.40 0.43 -0.75 0.14
H -6.63 3.34 0.43 0.19
H -6.30 2.55 -1.28 0.18
H -4.93 4.53 -1.65 0.16
H -3.67 3.49 -0.68 0.20
H -4.43 5.92 0.06 0.47
H -0.89 1.24 -2.07 0.24
H 0.31 1.29 -4.62 0.21
H 0.53 -1.14 -6.14 0.21
H -0.49 -3.61 -5.10 0.21
H -1.69 -3.61 -2.52 0.24
H 0.61 -1.03 1.60 0.20
H 1.15 -1.96 -1.14 0.26
H 1.06 -3.56 -0.15 0.23
H 3.39 -2.93 0.16 0.22
H 2.69 -2.01 1.72 0.24
H 4.81 -1.28 -1.32 0.40
H 4.40 0.72 1.93 0.26
H 6.35 2.60 2.83 0.23
H 8.35 3.56 1.12 0.23
H 8.52 2.57 -1.54 0.23
H 6.63 0.73 -2.46 0.23
```

## Properties
* spin multiplicity: 1
* LUMO level: 1.9 eV
* charge: -1